No. 1
{"formula": "C28H30N8O7S5Ti", "method": "wB97M-V/def2-TZVPD", "de_lowest_kj_mol": 0.0, "s_squared": 0.76, "total_charge": -1, "homo_ev": [-4.8, -5.4], "multiplicity": 2, "symbols": ["Ti", "O", "C", "O", "C", "C", "C", "C", "C", "N", "C", "O", "O", "H", "H", "H", "H", "H", "S", "C", "S", "S", "C", "C", "N", "C", "C", "C", "C", "N", "H", "H", "H", "H", "H", "H", "H", "H", "H", "H", "H", "H", "H", "H", "O", "S", "O", "O", "C", "N", "C", "C", "C", "N", "C", "C", "C", "N", "C", "C", "H", "H", "H", "H", "H", "H", "C", "C", "C", "C", "N", "C", "S", "N", "H", "H", "H", "H", "H"], "xyz": [[-1.0480, 1.5902, 0.0736], [3.3124, 3.3183, 0.0514], [2.0351, 2.9481, 0.1581], [1.4625, 2.2865, -0.6694], [1.3595, 3.3929, 1.4064], [1.9557, 4.2359, 2.3103], [1.2184, 4.6059, 3.4598], [-0.0331, 4.0946, 3.6357], [-0.5679, 3.2156, 2.6652], [0.1282, 2.8853, 1.5378], [-1.8077, 2.5516, 2.6935], [-2.7273, 2.6299, 3.6671], [-2.0723, 1.7667, 1.7380], [3.6507, 2.9258, -0.7686], [2.9549, 4.5979, 2.1267], [1.6411, 5.2806, 4.1914], [-0.6037, 4.3596, 4.5176], [-2.4996, 3.3278, 4.2903], [-3.8490, 4.7546, -2.0413], [-2.9304, 3.6307, -1.2897], [-1.2576, 3.8512, -0.8069], [-3.3703, 2.0352, -0.8480], [1.7371, -3.9395, 0.4129], [2.6447, -2.7701, 0.7719], [1.9125, -1.6110, 1.2930], [1.6796, -1.5307, 2.7298], [0.3778, -2.1736, 3.2038], [1.3420, -0.7191, 0.4459], [1.6804, -0.8615, -0.9893], [0.5491, 0.2391, 0.8595], [2.2861, -4.6798, -0.1702], [0.8878, -3.6006, -0.1826], [1.3359, -4.4325, 1.2997], [3.2416, -2.4638, -0.0871], [3.3592, -3.0597, 1.5446], [1.7143, -0.4770, 3.0189], [2.5381, -1.9983, 3.2154], [-0.4938, -1.7796, 2.6775], [0.2488, -2.0015, 4.2750], [0.3897, -3.2513, 3.0394], [1.2118, -1.7650, -1.3850], [2.7515, -0.9378, -1.1868], [1.3029, -0.0103, -1.5244], [0.3002, 0.1257, 1.8329], [5.7039, -1.4302, -4.3273], [4.8591, -2.4925, -3.8196], [4.3959, -2.2859, -2.4506], [5.3098, -3.8370, -4.0942], [3.3243, -2.3333, -4.7864], [3.1312, -3.1322, -5.8335], [1.9482, -3.0429, -6.4292], [0.9342, -2.2031, -5.9958], [1.2674, -1.3721, -4.9396], [2.4619, -1.4136, -4.3561], [0.3371, -0.4503, -4.2248], [0.7432, 0.8486, -3.9346], [0.1013, 1.5370, -2.9289], [-0.8504, 0.9737, -2.1605], [-1.3809, -0.1721, -2.6049], [-0.8353, -0.9017, -3.6485], [1.7899, -3.6849, -7.2907], [-0.0357, -2.1749, -6.4713], [1.6098, 1.2821, -4.4130], [0.3870, 2.5407, -2.6587], [-2.2192, -0.5448, -2.0340], [-1.2518, -1.8739, -3.8771], [-4.5580, -0.3054, 4.7794], [-4.6386, -0.3686, 3.2816], [-5.8357, -0.1353, 2.6123], [-5.7940, -0.2132, 1.2350], [-4.6812, -0.4756, 0.5585], [-3.5712, -0.6331, 1.2821], [-2.0402, -0.8689, 0.4466], [-3.5144, -0.6206, 2.6248], [-5.4440, -0.7379, 5.2466], [-4.4887, 0.7351, 5.1049], [-3.6695, -0.8292, 5.1261], [-6.7518, 0.0857, 3.1426], [-6.6921, -0.0565, 0.6448]], "atomic_forces_ev_per_a": [[-0.21, 0.06, -0.05], [-0.06, -0.09, -0.07], [-0.04, 0.10, 0.31], [-0.10, 0.03, -0.24], [0.01, -0.05, -0.12], [-0.02, 0.02, 0.05], [0.00, -0.02, -0.02], [0.10, 0.04, 0.00], [-0.18, 0.02, 0.15], [0.24, 0.00, -0.11], [0.00, -0.25, -0.22], [-0.02, 0.13, 0.07], [-0.18, 0.16, 0.34], [0.06, 0.03, -0.03], [0.00, 0.02, 0.02], [0.03, 0.00, -0.01], [-0.03, -0.02, -0.01], [0.06, 0.02, 0.01], [-0.05, 0.09, 0.02], [0.34, -0.31, -0.04], [-0.10, -0.04, 0.13], [0.09, -0.19, 0.09], [-0.04, -0.10, -0.02], [0.15, 0.10, 0.07], [-0.13, 0.14, -0.07], [-0.01, -0.03, -0.09], [-0.02, -0.05, 0.05], [0.07, 0.12, 0.68], [0.01, 0.04, -0.31], [0.11, -0.34, -0.56], [0.03, 0.03, 0.00], [0.04, -0.02, -0.02], [0.01, 0.03, 0.01], [-0.07, -0.13, 0.00], [-0.02, -0.05, -0.01], [-0.01, 0.03, 0.04], [-0.04, -0.03, -0.01], [0.02, 0.07, 0.01], [-0.01, 0.02, -0.02], [0.05, 0.00, -0.01], [0.09, 0.03, -0.07], [-0.08, -0.06, 0.00], [-0.08, 0.13, -0.13], [-0.09, 0.00, 0.11], [-0.04, 0.12, -0.11], [0.05, -0.12, 0.32], [-0.06, 0.03, 0.01], [0.04, -0.05, -0.04], [-0.11, 0.14, -0.11], [-0.06, 0.00, 0.06], [-0.06, -0.04, -0.10], [0.09, 0.10, 0.00], [-0.12, 0.07, 0.24], [0.04, -0.13, -0.02], [0.27, 0.06, -0.26], [-0.09, 0.04, 0.05], [-0.10, -0.04, 0.06], [0.22, 0.00, -0.15], [-0.07, 0.05, 0.14], [-0.07, -0.05, 0.18], [0.05, -0.02, 0.01], [-0.02, -0.02, 0.00], [0.01, -0.03, -0.03], [0.07, -0.03, 0.01], [0.02, -0.07, -0.02], [0.05, 0.00, -0.04], [-0.02, -0.03, 0.07], [-0.05, 0.04, 0.10], [0.05, -0.01, -0.04], [-0.06, -0.01, 0.01], [-0.02, 0.02, 0.01], [0.15, 0.00, -0.03], [-0.07, 0.34, -0.08], [-0.06, 0.00, -0.04], [0.00, -0.01, -0.02], [0.03, 0.01, -0.05], [0.00, 0.00, -0.02], [0.00, 0.01, 0.00], [0.03, -0.02, -0.03]], "mulliken_charge": [0.0747, -0.5355, -0.0271, -0.1420, 0.5583, -0.8721, -0.7350, -1.2872, 0.7421, 0.6036, 0.5143, -0.3972, 0.0906, 0.3755, 0.5736, 0.4305, 0.2379, 0.2287, -0.3207, 0.4021, -0.4036, -0.3678, -1.1412, -0.6806, 0.3851, -1.1377, -0.5386, 0.3705, -0.8359, 0.7393, 0.4276, 0.2024, 0.3591, 0.4550, 0.3840, 0.5050, 0.4249, -0.0049, 0.3702, 0.3155, 0.3297, 0.5701, -0.3766, -0.2504, -0.7101, 1.0761, -0.5556, -0.6906, -0.0168, -0.4857, -0.3639, -0.5785, 0.4391, -0.2207, 1.1662, -1.2296, -0.4957, 0.4876, -0.4068, -1.2403, 0.4062, 0.4527, 0.4609, 0.5201, 0.5617, 0.4326, -1.3283, 0.9761, -0.7156, -0.3714, -0.4726, 0.1618, -0.2716, -0.3377, 0.4393, 0.2059, 0.2947, 0.4037, 0.3910]}


No. 2
{"formula": "C28H30NO2P2Ru", "method": "wB97M-V/def2-TZVPD", "de_lowest_kj_mol": 0.0, "total_charge": 1, "homo_ev": -10.7, "multiplicity": 1, "symbols": ["Ru", "N", "P", "C", "C", "C", "C", "C", "C", "C", "C", "C", "C", "C", "C", "P", "C", "C", "C", "C", "C", "C", "C", "C", "C", "C", "C", "C", "H", "H", "H", "H", "H", "H", "H", "H", "H", "H", "H", "H", "H", "H", "H", "H", "H", "H", "H", "H", "H", "C", "O", "H", "H", "H", "C", "O", "C", "C", "H", "H", "H", "H", "H", "H"], "xyz": [[0.2285, -0.5627, -0.2699], [1.7393, -3.0560, -0.0813], [0.7961, -2.3584, 1.1544], [0.0804, -3.8176, 1.9125], [-1.0053, -4.4277, 1.2766], [-1.5233, -5.6111, 1.7766], [-0.9659, -6.1785, 2.9178], [0.1042, -5.5671, 3.5561], [0.6305, -4.3800, 3.0612], [1.9860, -1.7136, 2.3666], [3.3433, -1.9837, 2.2733], [4.2349, -1.4065, 3.1726], [3.7700, -0.5715, 4.1782], [2.4063, -0.3099, 4.2861], [1.5203, -0.8734, 3.3794], [1.7754, -1.8867, -1.3023], [3.5443, -1.6101, -1.5737], [4.4860, -2.5626, -1.1989], [5.8302, -2.3773, -1.5010], [6.2412, -1.2413, -2.1823], [5.3070, -0.2822, -2.5584], [3.9665, -0.4694, -2.2569], [1.2065, -2.6976, -2.8001], [0.7729, -4.0194, -2.8124], [0.3690, -4.6064, -4.0058], [0.3797, -3.8719, -5.1805], [0.7948, -2.5455, -5.1703], [1.2042, -1.9597, -3.9851], [1.7065, -4.0503, -0.2610], [-1.4464, -3.9744, 0.3946], [-2.3635, -6.0845, 1.2853], [-1.3755, -7.0989, 3.3155], [0.5325, -6.0119, 4.4454], [1.4614, -3.9043, 3.5655], [3.7101, -2.6394, 1.4949], [5.2932, -1.6211, 3.0901], [4.4635, -0.1350, 4.8856], [2.0360, 0.3337, 5.0749], [0.4601, -0.6573, 3.4673], [4.1786, -3.4541, -0.6640], [6.5544, -3.1279, -1.2098], [7.2872, -1.1061, -2.4272], [5.6256, 0.6087, -3.0854], [3.2473, 0.2879, -2.5454], [0.7338, -4.6132, -1.9086], [0.0406, -5.6375, -4.0115], [0.0593, -4.3302, -6.1075], [0.7948, -1.9666, -6.0845], [1.5271, -0.9248, -3.9897], [-2.8161, -0.0608, -0.4407], [-1.5571, -0.6222, -0.8270], [-3.5603, -0.2878, -1.2012], [-2.7546, 1.0209, -0.3376], [-3.1604, -0.4809, 0.5022], [3.6205, 1.6932, 0.6846], [2.7600, 0.7040, 0.0728], [1.4645, 0.6401, 0.3188], [0.8983, 1.7057, 1.2069], [3.5075, 2.6451, 0.1691], [4.6249, 1.3091, 0.5489], [3.4013, 1.7960, 1.7434], [1.2847, 1.5558, 2.2185], [-0.1891, 1.6458, 1.2473], [1.1845, 2.7058, 0.8755]], "atomic_forces_ev_per_a": [[0.03, -2.23, -0.98], [-0.18, -0.51, 0.04], [1.40, 1.25, -0.61], [-0.70, 0.12, -0.06], [0.00, -0.03, 0.03], [0.05, 0.03, 0.03], [-0.01, 0.00, -0.01], [0.01, 0.02, -0.02], [-0.05, -0.08, 0.02], [-0.18, -0.17, 0.24], [0.16, 0.00, 0.01], [-0.05, -0.02, -0.01], [-0.07, -0.02, -0.01], [0.05, -0.02, -0.05], [0.00, 0.00, 0.08], [-0.05, 0.43, 1.10], [0.07, 0.19, -0.41], [0.02, -0.05, 0.03], [-0.04, 0.01, 0.01], [-0.03, 0.00, 0.00], [-0.04, -0.06, 0.03], [0.06, -0.01, -0.06], [-0.13, 0.06, -0.21], [-0.03, -0.03, -0.14], [-0.01, 0.04, 0.06], [0.00, 0.01, -0.05], [-0.03, -0.01, 0.04], [0.02, -0.05, -0.05], [0.25, -0.04, 0.17], [0.02, 0.03, 0.01], [0.02, 0.01, 0.02], [0.03, 0.03, -0.02], [-0.02, 0.02, -0.03], [-0.02, 0.00, -0.01], [0.00, 0.03, 0.00], [-0.03, 0.01, 0.00], [-0.02, 0.01, -0.02], [0.01, -0.03, -0.02], [0.00, -0.02, -0.02], [0.01, 0.03, -0.06], [-0.03, 0.02, 0.00], [-0.03, 0.01, 0.03], [-0.03, -0.03, 0.00], [-0.02, 0.01, 0.01], [0.00, 0.02, 0.01], [0.00, 0.02, 0.00], [0.02, 0.01, 0.03], [0.00, -0.02, 0.01], [0.01, -0.01, 0.02], [0.37, -0.39, -0.42], [-1.86, 0.78, 0.32], [-0.06, -0.04, -0.10], [0.07, 0.13, 0.02], [0.06, -0.12, 0.13], [-0.20, -0.16, -0.18], [0.04, 0.14, 0.30], [1.15, 0.37, 0.61], [-0.06, 0.21, 0.07], [0.02, 0.05, 0.03], [0.07, 0.02, -0.02], [0.04, -0.01, 0.05], [-0.03, 0.05, 0.01], [-0.03, 0.01, 0.01], [-0.03, 0.02, 0.00]], "mulliken_charge": [0.0528, -0.1520, 1.0421, 0.2839, -0.3743, -0.6753, -0.4837, -0.7595, -0.4388, 0.2607, -0.1210, -0.8182, -0.5500, -0.5371, -0.5666, 0.0583, 0.8920, -0.4134, -0.7609, -0.5371, -0.7646, -0.2505, 1.1573, -0.2758, -0.8060, -0.5397, -0.6952, -0.6057, 0.3856, 0.4475, 0.4149, 0.3959, 0.4203, 0.4512, 0.4121, 0.4550, 0.4072, 0.4193, 0.4743, 0.3759, 0.4466, 0.4215, 0.4420, 0.3774, 0.2234, 0.4286, 0.4040, 0.4128, 0.3272, -0.8391, -0.7676, 0.2553, 0.2955, 0.3048, -0.9163, 0.1293, 0.8773, -1.6017, 0.3146, 0.2628, 0.3506, 0.3598, 0.3618, 0.4482]}


No. 3
{"formula": "C28H30NO2P2Ru", "method": "wB97M-V/def2-TZVPD", "de_lowest_kj_mol": 80.6, "s_squared": 6.02, "total_charge": 1, "homo_ev": [-10.5, -11.2], "multiplicity": 5, "symbols": ["Ru", "N", "P", "C", "C", "C", "C", "C", "C", "C", "C", "C", "C", "C", "C", "P", "C", "C", "C", "C", "C", "C", "C", "C", "C", "C", "C", "C", "H", "H", "H", "H", "H", "H", "H", "H", "H", "H", "H", "H", "H", "H", "H", "H", "H", "H", "H", "H", "H", "C", "O", "H", "H", "H", "C", "O", "C", "C", "H", "H", "H", "H", "H", "H"], "xyz": [[1.2230, 0.9716, -0.8053], [-1.2826, -0.1784, 0.9478], [-0.3128, 0.9483, 1.8610], [-0.7286, 0.3948, 3.5474], [-0.9361, 1.3867, 4.5013], [-1.2401, 1.0441, 5.8127], [-1.3469, -0.2902, 6.1697], [-1.1499, -1.2870, 5.2197], [-0.8394, -0.9472, 3.9144], [1.3442, 0.1639, 1.5876], [2.4548, 1.0220, 1.5978], [3.7513, 0.5124, 1.5004], [3.9497, -0.8493, 1.3640], [2.8535, -1.7090, 1.3045], [1.5666, -1.2106, 1.4071], [-1.0115, -0.2766, -0.7101], [-1.2807, -2.0183, -1.1128], [-2.5681, -2.5581, -1.0831], [-2.7600, -3.9106, -1.3120], [-1.6709, -4.7326, -1.5765], [-0.3896, -4.2038, -1.6063], [-0.1970, -2.8495, -1.3727], [-2.3292, 0.6253, -1.5591], [-2.7973, 0.2357, -2.8122], [-3.7325, 1.0170, -3.4748], [-4.1998, 2.1873, -2.8940], [-3.7278, 2.5848, -1.6501], [-2.7885, 1.8119, -0.9861], [-2.1699, -0.4584, 1.3465], [-0.8610, 2.4293, 4.2152], [-1.3991, 1.8193, 6.5503], [-1.5876, -0.5592, 7.1898], [-1.2364, -2.3283, 5.5010], [-0.6873, -1.7290, 3.1798], [2.2985, 2.0890, 1.7294], [4.5966, 1.1868, 1.5434], [4.9537, -1.2474, 1.2972], [3.0082, -2.7740, 1.1867], [0.7199, -1.8843, 1.3555], [-3.4226, -1.9190, -0.8924], [-3.7594, -4.3241, -1.2887], [-1.8238, -5.7877, -1.7611], [0.4584, -4.8434, -1.8128], [0.8040, -2.4365, -1.3773], [-2.4412, -0.6799, -3.2683], [-4.1000, 0.7076, -4.4441], [-4.9330, 2.7914, -3.4115], [-4.0898, 3.4986, -1.1978], [-2.4097, 2.1324, -0.0223], [0.3883, 3.5134, -2.2138], [1.0151, 2.8911, -1.1160], [-0.6813, 3.6466, -2.0263], [0.4938, 2.9289, -3.1359], [0.8306, 4.4989, -2.3819], [4.0639, 2.6429, -1.9040], [3.9374, 1.2660, -2.3401], [2.9528, 0.5158, -1.9957], [3.1684, -0.8406, -2.5817], [4.9604, 2.6912, -1.2917], [3.1742, 2.9561, -1.3658], [4.2035, 3.2339, -2.8047], [3.1752, -0.7529, -3.6722], [2.3956, -1.5429, -2.2880], [4.1500, -1.2160, -2.2812]], "atomic_forces_ev_per_a": [[0.00, -0.04, -0.70], [0.04, 0.02, -0.05], [-0.05, 0.08, 0.19], [0.00, -0.06, -0.03], [0.01, 0.00, -0.01], [0.00, 0.00, 0.00], [0.00, 0.00, 0.00], [0.00, 0.00, -0.01], [-0.01, 0.01, 0.02], [0.03, 0.02, 0.02], [-0.04, 0.07, -0.04], [0.02, -0.02, 0.01], [0.00, 0.01, 0.01], [-0.01, 0.01, 0.00], [0.03, -0.02, 0.00], [0.16, -0.05, 0.07], [-0.11, 0.01, -0.01], [0.01, 0.00, -0.02], [0.01, 0.01, 0.00], [-0.01, 0.00, 0.00], [0.01, 0.01, 0.00], [0.03, 0.00, 0.02], [0.02, 0.08, 0.06], [0.02, 0.00, 0.00], [0.01, -0.01, -0.01], [0.00, 0.01, 0.01], [0.00, 0.00, -0.01], [-0.02, -0.03, -0.01], [-0.01, -0.03, -0.01], [0.00, 0.00, 0.00], [0.00, 0.00, 0.00], [0.00, 0.00, 0.00], [0.00, 0.00, 0.00], [0.00, 0.00, 0.00], [0.00, 0.00, 0.02], [0.00, 0.00, 0.00], [0.00, 0.00, 0.00], [0.00, 0.00, 0.00], [0.00, 0.00, 0.01], [0.00, 0.00, 0.00], [0.00, 0.00, 0.00], [0.00, 0.00, 0.00], [0.00, 0.00, 0.00], [-0.01, 0.00, 0.00], [0.00, 0.00, -0.01], [0.00, 0.00, 0.00], [0.00, 0.00, 0.00], [0.00, 0.00, 0.00], [0.00, 0.00, 0.00], [-0.09, 0.03, 0.02], [0.11, -0.07, 0.13], [0.00, -0.01, 0.02], [0.02, -0.02, 0.01], [0.01, -0.01, 0.01], [-0.03, -0.03, -0.04], [0.04, 0.01, -0.04], [-0.08, 0.07, 0.33], [-0.03, -0.05, 0.00], [-0.01, -0.01, 0.02], [-0.02, 0.00, 0.02], [-0.01, 0.01, 0.00], [-0.01, 0.00, 0.00], [0.01, 0.00, 0.00], [0.00, 0.00, 0.01]], "mulliken_charge": [0.3071, -0.3120, 0.2145, 0.5115, -0.5557, -0.5952, -0.4481, -0.7821, 0.0405, -1.2069, 0.5897, -0.8438, -0.5155, -1.1964, 0.7736, 1.5062, 0.2344, -0.5687, -0.7430, -0.5161, -0.6791, 0.0680, 0.8048, -0.5672, -0.6268, -0.5203, -0.5783, -0.7940, 0.3943, 0.3916, 0.4042, 0.3929, 0.4161, 0.2432, 0.4287, 0.5177, 0.4415, 0.4629, 0.4602, 0.4504, 0.4253, 0.4081, 0.4436, -0.1254, 0.4599, 0.4071, 0.4048, 0.4327, 0.2683, -0.6752, -0.7151, 0.2143, 0.2742, 0.2853, -0.4810, -0.3133, 0.5822, -0.8658, 0.2630, 0.1909, 0.2910, 0.3986, 0.0559, 0.3655]}